(1)
Here is a 4-piece molecular cluster, C14H35B2N4O4S3 overall from the Open Molecules 2025 dataset. Energies are from ωB97M-V with the def2-TZVPD basis set.

As for the total charge: -1. As for the energy: -2318.72545 Ha. The calculation puts the HOMO energy at -0.1333 Eh. As for the molar mass: 441.28 g mol⁻¹. As for the LUMO energy: 0.0759 Eh. As for the HOMO-LUMO gap: 5.69 eV.

Each line ends with the Löwdin charge.
Positions of all 62 atoms, in Å:
N 2.2759 -1.0118 0.2414  0.152
B 1.0958 -1.5502 -0.3974  -0.535
O 1.3384 -2.5922 -1.3362  0.038
B -0.3999 -0.7740 -0.0816  -0.474
C -0.4571 0.5426 -1.0801  -0.113
C -1.5546 1.6157 -0.8216  -0.678
N -2.6152 1.6435 -1.8393  0.069
N -0.8965 2.9331 -0.8673  0.057
N -2.2457 1.4763 0.4627  0.069
C -1.6957 -1.7473 -0.1962  -0.173
C -2.4614 -1.9070 -1.3683  -0.073
C -3.5740 -2.7446 -1.4361  -0.119
C -3.9827 -3.4667 -0.3179  -0.138
C -3.2416 -3.3459 0.8607  -0.121
C -2.1335 -2.5069 0.9087  -0.079
H 2.1950 -0.9606 1.2467  0.029
H 3.1438 -1.4543 -0.0404  0.058
H 0.7579 -3.3391 -1.1638  0.055
H -0.3131 -0.3756 1.0923  0.089
H 0.5076 1.0630 -1.0544  0.068
H -0.5520 0.1992 -2.1215  0.081
H -3.3855 1.0625 -1.5325  0.054
H -2.2558 1.2393 -2.6943  0.053
H -0.2820 2.9907 -0.0583  0.021
H -1.6302 3.6159 -0.6901  0.045
H -2.7506 0.5978 0.4888  0.058
H -1.5533 1.4529 1.1997  0.056
H -2.1789 -1.3621 -2.2655  0.092
H -4.1231 -2.8366 -2.3702  0.085
H -4.8565 -4.1067 -0.3655  0.078
H -3.5412 -3.9036 1.7440  0.083
H -1.5739 -2.4215 1.8375  0.100
C -1.3745 5.2885 3.7817  -0.265
S -0.8793 5.3400 2.0547  0.820
O 0.1021 4.2402 1.8816  -0.565
C 0.0987 6.8457 2.1876  -0.272
H -1.9635 4.3839 3.9179  0.054
H -0.4839 5.2523 4.4088  0.055
H -1.9810 6.1643 4.0144  0.050
H 0.8817 6.7006 2.9319  0.052
H -0.5480 7.6797 2.4620  0.049
H 0.5420 7.0295 1.2111  0.049
C 2.3931 -7.2690 -3.3173  -0.280
S 1.5983 -5.6835 -2.9960  0.799
O 0.1738 -5.9929 -2.7179  -0.539
C 1.6777 -5.0775 -4.6842  -0.267
H 2.4038 -7.8197 -2.3793  0.045
H 1.8197 -7.8180 -4.0648  0.052
H 3.4152 -7.1018 -3.6585  0.047
H 1.1630 -5.7763 -5.3442  0.053
H 2.7207 -4.9575 -4.9775  0.050
H 1.1788 -4.1107 -4.6948  0.054
C 3.3083 2.8898 3.6602  -0.275
S 2.2236 1.8533 2.6611  0.800
O 2.7683 0.4790 2.8053  -0.557
C 2.7248 2.4652 1.0559  -0.258
H 3.1695 2.5963 4.6987  0.041
H 4.3442 2.7245 3.3617  0.050
H 3.0302 3.9365 3.5300  0.040
H 3.7983 2.3178 0.9320  0.058
H 2.4529 3.5180 0.9760  0.039
H 2.1810 1.8760 0.3179  0.033



(2)
Here is C14H36AgNO14P2 as an isolated structure in a non-equilibrium geometry from the Open Molecules 2025 dataset. Energies are from ωB97M-V with the def2-TZVPD basis set.

As for the total charge: 0. As for the energy: -2492.79005 Ha. The calculation puts the HOMO energy at -0.3469 Eh. As for the molar mass: 612.25 g mol⁻¹. As for the LUMO energy: -0.0711 Eh. As for the HOMO-LUMO gap: 7.51 eV.

Each line ends with the Löwdin charge.
Positions of all 68 atoms, in Å:
Ag 0.0314 -1.5513 -3.4560  0.851
N -0.8754 -0.1547 -1.2118  -0.579
O 0.3291 -0.1324 -1.6284  -0.127
O -1.7444 -0.7014 -1.9357  -0.084
O -1.1356 0.2794 -0.1101  0.027
C -4.5057 0.3687 0.9206  -0.070
O -5.5917 -0.5486 1.1791  -0.214
P -5.5106 -2.0137 0.5638  0.316
O -6.6915 -2.8147 0.8497  -0.212
O -5.1643 -1.8183 -0.9660  -0.212
C -6.1704 -1.3949 -1.8600  -0.105
O -4.1181 -2.5907 1.0183  -0.235
C -3.8631 -2.8041 2.4135  -0.073
H -4.6555 0.8367 -0.0516  0.090
H -3.5383 -0.1316 0.8857  0.066
H -4.5303 1.0977 1.7230  0.091
H -5.8664 -0.4807 -2.3704  0.089
H -7.1238 -1.2142 -1.3554  0.091
H -6.3502 -2.1636 -2.6133  0.090
H -4.0609 -3.8433 2.6688  0.095
H -4.5105 -2.2003 3.0545  0.093
H -2.8275 -2.5220 2.5800  0.083
C -1.2173 -3.6112 -0.5488  -0.086
O -0.3463 -4.6081 -0.0265  -0.189
P 1.0945 -4.1556 0.4173  0.317
O 1.8804 -3.6172 -0.6931  -0.232
O 0.9445 -3.1727 1.6491  -0.201
C 0.7928 -1.7690 1.4015  -0.091
O 1.5625 -5.4705 1.1159  -0.183
C 2.6855 -5.4516 1.9903  -0.093
H -0.6283 -2.9126 -1.1530  0.042
H -1.7135 -3.0714 0.2550  0.077
H -1.9608 -4.0685 -1.1963  0.102
H -0.2560 -1.4889 1.4755  0.071
H 1.1992 -1.4917 0.4279  0.070
H 1.3384 -1.1926 2.1494  0.088
H 3.4399 -6.1595 1.6473  0.091
H 2.3875 -5.7827 2.9885  0.093
H 3.1560 -4.4769 2.1132  0.088
C 0.9793 5.6720 -0.0975  -0.103
O -0.0536 4.8722 0.4489  -0.168
C 0.0943 3.4844 0.2334  -0.202
C 0.8595 2.7637 1.3129  -0.212
O 2.2394 2.9934 1.2076  -0.197
C 3.0107 1.8927 1.6387  -0.104
H 1.8704 5.6868 0.5425  0.088
H 0.6122 6.6927 -0.1847  0.085
H 1.2871 5.3049 -1.0828  0.071
H 0.5826 3.3040 -0.7352  0.119
H -0.9038 3.0486 0.1507  0.120
H 0.5865 1.6987 1.2269  0.106
H 0.4610 3.0385 2.3025  0.136
H 2.8851 1.7337 2.7148  0.093
H 4.0542 2.1203 1.4248  0.086
H 2.7398 0.9903 1.0787  0.077
C 3.3351 3.4203 -1.9878  -0.155
C 4.8324 3.3334 -2.3145  -0.162
C 5.1648 1.8945 -1.9869  -0.225
O 4.0197 1.1537 -2.3795  -0.155
C 2.8646 1.9503 -1.9888  -0.168
H 2.8447 4.0738 -2.7053  0.105
H 3.1676 3.7643 -0.9666  0.085
H 5.4325 4.0397 -1.7405  0.111
H 5.0116 3.5189 -3.3738  0.110
H 5.3521 1.7758 -0.9068  0.115
H 6.0042 1.4674 -2.5339  0.120
H 2.7394 1.6027 -0.9619  0.088
H 2.0410 1.7064 -2.6473  0.104



(3)
Here is C14H36CuO14S4 as an isolated structure in a non-equilibrium geometry from the Open Molecules 2025 dataset. Energies are from ωB97M-V with the def2-TZVPD basis set.

As for the total charge: 0. As for the energy: -4841.35277 Ha. The calculation puts the HOMO energy (spin up / spin down) at -0.2552 / -0.2452 Eh. As for the molar mass: 620.24 g mol⁻¹. As for the LUMO energy (spin up / spin down): 0.0087 / -0.0044 Eh. As for the expectation value of S²: 0.7596. As for the HOMO-LUMO gap (spin up / spin down): 7.18 / 6.55 eV. The energy above the lowest of the compared OMol25 structures with the same formula, charge and spin comes out at 315.56 kJ/mol. The spin multiplicity is 2.

Each line ends with the Löwdin charge.
Positions of all 69 atoms, in Å:
Cu 0.6744 -0.9474 1.3784  0.514
O 1.2146 -2.4617 2.8486  -0.265
C 2.2340 -1.7740 3.5950  -0.304
C 3.1055 -0.6199 2.8794  -0.341
O 2.3485 0.3804 2.1798  -0.341
H 2.9633 -2.5542 3.8128  0.090
H 1.7717 -1.4245 4.5181  0.069
H 3.8197 -0.9533 2.1264  0.072
H 3.7498 -0.2208 3.6627  0.079
O -0.8866 -0.2450 2.7378  -0.289
S -1.3633 0.6473 3.7839  0.715
O -1.3775 2.0846 3.6718  -0.277
O -2.8665 0.1710 4.2371  -0.256
C -3.4986 -0.9051 3.6905  -0.325
C -4.4298 -0.3970 2.5935  -0.057
C -0.6449 0.3005 5.4619  -0.073
H -4.0140 -1.3355 4.5491  0.126
H -2.9433 -1.7491 3.2813  0.119
H -4.7158 0.6078 2.9046  0.081
H -5.2534 -1.0190 2.2430  0.081
H -3.8224 -0.2402 1.7021  0.065
H 0.4322 0.2829 5.2955  0.054
H -0.9710 -0.6776 5.8155  0.073
H -0.9062 1.0506 6.2084  0.071
O -0.7871 -2.2421 0.4615  -0.296
S -1.9928 -2.7125 -0.1956  0.691
O -3.3032 -2.7709 0.4087  -0.267
O -2.0827 -1.6024 -1.4559  -0.253
C -2.7432 -2.0037 -2.7177  -0.264
C -2.9252 -0.7283 -3.5225  -0.060
C -1.5889 -4.2915 -0.8924  -0.105
H -3.7147 -2.4968 -2.6820  0.120
H -2.0599 -2.6947 -3.2113  0.105
H -3.2509 -1.0203 -4.5209  0.086
H -1.9328 -0.2981 -3.6572  0.068
H -3.4906 -0.0651 -2.8678  0.092
H -0.9538 -4.2645 -1.7779  0.084
H -2.5413 -4.7955 -1.0566  0.073
H -1.1771 -4.8602 -0.0587  0.086
O 1.7837 -1.2875 -0.4284  -0.325
S 2.9174 -1.3508 -1.3645  0.726
O 3.7629 -2.5174 -1.3602  -0.267
O 2.4644 -1.0185 -2.9379  -0.265
C 1.7936 0.2023 -3.2336  -0.259
C 1.6854 0.1532 -4.7872  -0.040
C 3.9744 0.1208 -0.9674  -0.082
H 2.4622 1.0031 -2.9178  0.083
H 0.9114 0.3232 -2.6049  0.107
H 2.6051 -0.1327 -5.2976  0.083
H 1.3952 1.1167 -5.2062  0.059
H 0.8916 -0.5184 -5.1144  0.071
H 4.3487 0.1868 0.0542  0.069
H 3.3124 0.9856 -1.0103  0.040
H 4.7272 0.3674 -1.7161  0.072
O -1.3420 2.3335 -1.0186  -0.291
S -0.0211 2.2280 -0.4137  0.726
O 0.4617 0.9007 0.0621  -0.329
O 1.1182 2.7976 -1.4588  -0.309
C 0.9698 4.0578 -2.1031  -0.241
C 1.7737 3.9721 -3.4132  -0.051
C 0.2023 3.4340 1.0395  -0.048
H 1.2659 4.7648 -1.3281  0.119
H -0.0664 4.0836 -2.4404  0.116
H 1.5121 4.7756 -4.1017  0.079
H 1.4790 3.1561 -4.0729  0.059
H 2.8506 3.9147 -3.2553  0.083
H 1.1051 3.0800 1.5373  0.071
H -0.6491 3.2320 1.6895  0.039
H 0.2281 4.4813 0.7384  0.059



> Which of these has the lowest total charge?

C14H35B2N4O4S3